(1)
This record from the OMol25 dataset describes 4 unconnected molecules or ions with the total composition C4H16NO3 at a distorted geometry. The level of theory is ωB97M-V with the def2-TZVPD basis set.

```
! wB97M-V def2-TZVPD RIJCOSX def2/J DEFGRID3
* xyz 1 1
C 0.42794 0.98020 2.88782
C -0.70225 0.33955 2.07157
C -0.70834 0.63872 0.61783
C -0.12080 1.65959 0.00867
N 0.05624 1.42157 -1.46705
H 0.80021 1.92669 2.49401
H 1.28542 0.33621 3.09981
H 0.07091 1.21541 3.89204
H -1.60306 0.68855 2.58130
H -0.67005 -0.73980 2.21914
H -1.18141 -0.06225 -0.06260
H 0.22779 2.61365 0.36367
H 0.64028 0.58413 -1.55250
H -0.79201 1.29162 -2.01743
H 0.61633 2.19440 -1.82808
H -0.48159 -0.59227 -3.90233
H -1.46598 -1.28284 -2.91991
O -0.97172 -0.47234 -3.08451
H 2.78029 -0.95221 -0.23987
H 2.15623 -0.19766 0.84343
O 1.99826 -0.49080 -0.06208
H -0.18386 -3.65328 -1.84300
H -1.49873 -3.96982 -1.05827
O -0.68010 -3.47702 -1.04166
*
```

LUMO in eV: -2.9
ΔE to the lowest compared entry with this formula, charge and spin in kcal per mole: 33.8
E_HOMO in Ha: -0.5069
Calculated total energy in Eh: -442.21080
Orbital gap in eV: 10.89

---

(2)
This record from the OMol25 dataset describes 2 unconnected molecules or ions with the total composition C2H6N3O2 at a distorted geometry. The level of theory is ωB97M-V with the def2-TZVPD basis set.

```
! wB97M-V def2-TZVPD RIJCOSX def2/J DEFGRID3
* xyz -1 1
N -3.01187 0.51864 1.27256
C -1.65896 0.22543 0.96555
N -1.05198 0.85271 0.04885
H -3.20502 0.56187 2.25811
H -3.31729 1.35280 0.76858
H -1.24051 -0.59206 1.58417
H -0.14657 0.43349 -0.36017
N 2.89116 -0.72281 -1.49323
C 1.70626 -0.27427 -0.86528
O 1.82732 0.62393 0.02211
O 0.62475 -0.82862 -1.24419
H 3.75543 -0.50927 -1.01426
H 2.82729 -1.64184 -1.94280
*
```

LUMO in eV: 4.2
ΔE to the lowest compared entry with this formula, charge and spin in kcal per mole: 22.9
E_HOMO in Ha: -0.1592
Calculated total energy in Eh: -394.62372
Orbital gap in eV: 8.57

---

(3)
This record from the OMol25 dataset describes a single C9H9NO5 molecule at a distorted geometry. The level of theory is ωB97M-V with the def2-TZVPD basis set.

```
! wB97M-V def2-TZVPD RIJCOSX def2/J DEFGRID3
* xyz 0 1
O -1.12491 -4.33574 -0.47182
C -0.33399 -3.84183 -1.28201
O 0.04984 -4.44831 -2.46097
C 0.29170 -2.59199 -0.92446
C -0.22294 -1.69174 -0.00379
C 0.42398 -0.39927 0.20333
O 1.56289 -0.25311 -0.26890
N -0.11470 0.62567 0.97869
C 0.49358 1.90830 1.30111
C 1.57018 2.56785 0.78459
O 2.42250 2.15493 -0.18048
C 1.82227 3.87964 1.45827
C 0.60372 4.11116 2.38966
C -0.10478 2.78229 2.28194
O -1.05260 2.42520 2.93285
H -0.43573 -5.29206 -2.43060
H 1.13216 -2.33051 -1.55421
H -1.07812 -1.95448 0.57861
H -0.92396 0.34181 1.53454
H 2.22926 1.23670 -0.43772
H 2.72342 3.79614 2.09402
H 1.92496 4.72696 0.75618
H 0.89071 4.38033 3.42026
H -0.04919 4.90233 2.00115
*
```

LUMO in eV: -1.2
Structure (SMILES): O=C(O)/C=C/C(=O)NC1=C(O)CCC1=O
ΔE to the lowest compared entry with this formula, charge and spin in kcal per mole: 3.9
E_HOMO in Ha: -0.3223
Calculated total energy in Eh: -779.32203
Orbital gap in eV: 7.61

---

(4)
This record from the OMol25 dataset describes a single C20H20N4O3 molecule at a distorted geometry. The level of theory is ωB97M-V with the def2-TZVPD basis set.

```
! wB97M-V def2-TZVPD RIJCOSX def2/J DEFGRID3
* xyz 0 1
C -4.78893 3.88022 -2.45416
C -4.60846 2.27774 -2.46576
N -4.27593 1.79396 -1.08713
N -5.19301 1.83725 -0.16580
C -4.77272 1.09554 0.84608
C -3.52936 0.46293 0.44454
C -2.82981 -0.43884 1.12227
O -3.12467 -0.91109 2.32187
C -1.64266 -0.91461 0.49818
C -0.84200 -2.07308 1.08108
C 0.43940 -2.41799 0.35239
C 0.46911 -3.65595 -0.44843
N 1.48565 -3.91896 -1.27579
C 2.50077 -3.18431 -1.33224
C 2.66962 -1.95050 -0.66363
C 3.86607 -1.13273 -0.63953
C 3.85191 0.11615 0.10824
O 4.99522 0.80273 0.25104
C 6.17627 0.06580 0.24381
C 2.79604 0.46728 0.87787
O 2.73839 1.64083 1.66903
C 3.74386 1.69948 2.63519
C 1.65477 -0.30858 0.88229
C 1.57197 -1.52100 0.20428
C -1.47038 -0.62156 -0.87237
N -2.28579 0.26069 -1.53634
C -3.28722 0.80609 -0.88504
H -3.82325 4.39643 -2.54636
H -5.43237 4.14635 -1.61929
H -5.39422 4.32225 -3.21429
H -5.55702 1.80393 -2.68624
H -4.01852 1.94237 -3.30161
H -5.17296 0.95897 1.77196
H -4.04833 -1.31957 2.39082
H -0.51725 -1.79549 2.09664
H -1.56292 -2.90848 1.33390
H -0.49521 -4.20977 -0.30587
H 3.17891 -3.61865 -2.07984
H 4.76640 -1.45960 -1.03066
H 6.50775 -0.11399 -0.77559
H 6.94118 0.70318 0.71115
H 6.20569 -0.94904 0.76229
H 3.28110 1.75315 3.68236
H 4.22478 0.72481 2.65411
H 4.48798 2.49819 2.38634
H 0.80918 0.03502 1.43820
H -0.68906 -1.06759 -1.37999
*
```

LUMO in eV: 0.0
Structure (SMILES): CCn1ncc2c(O)c(Cc3cncc4cc(OC)c(OC)cc34)cnc21
ΔE to the lowest compared entry with this formula, charge and spin in kcal per mole: 142.9
E_HOMO in Ha: -0.2994
Calculated total energy in Eh: -1218.72623
Orbital gap in eV: 8.17

---

What is the orbital gap in the third record?
7.61 eV